Density functional theory data (the ωB97M-V functional and the def2-TZVPD basis) for 2 unconnected molecules or ions with the total composition C19H23 in a non-equilibrium geometry.

Geometry (Å):
C: 0.875198 0.194160 1.606210
C: -2.587425 -0.426939 -4.338756
C: -1.247733 -0.003797 -4.324963
C: 2.341590 -2.061284 0.698070
C: 2.129000 0.349693 0.905593
C: -1.583637 0.999220 -2.121592
C: -1.018551 1.740591 -1.015289
C: 2.804711 -0.766610 0.451493
C: -0.847188 -1.441390 2.639343
C: -2.933892 0.570872 -2.154346
C: -3.423435 -0.126914 -3.258015
C: -1.641902 1.996986 0.154075
C: -0.895825 1.445508 2.946346
C: 0.420157 -1.146329 1.897899
C: 1.149093 -2.221922 1.404518
C: 2.729578 1.705187 0.670499
C: 0.085493 1.321202 1.864365
C: -0.757517 0.697350 -3.228936
C: 3.123974 -3.230016 0.223311
H: -1.859490 1.065795 2.594422
H: 3.744740 -0.627285 -0.082332
H: -4.465512 -0.441749 -3.276375
H: 3.247387 -3.193616 -0.863599
H: -2.603814 1.511548 0.380077
H: 2.908582 2.238006 1.616169
H: -1.349305 2.845836 0.764812
H: -1.722875 -0.977393 2.158256
H: 4.128813 -3.247921 0.660312
H: 2.613858 -4.158683 0.483244
H: 3.700494 1.579401 0.170042
H: -3.588331 0.822353 -1.321998
H: 0.027230 2.039946 -1.132926
H: -0.589662 -0.222084 -5.163150
H: -0.610242 0.895864 3.856648
H: 0.275148 1.051960 -3.210175
H: 0.782237 -3.236519 1.596148
H: -2.967535 -0.995817 -5.188349
H: 2.105721 2.352819 0.036398
H: -0.815397 -1.118247 3.692074
H: 0.393039 2.247621 1.364387
H: -1.058994 2.500472 3.190675
H: -1.017783 -2.527876 2.655416

Force components x, y, z for each atom (eV/Å):
-0.10 -0.44 -0.29
0.45 0.16 0.17
-0.40 -0.09 0.17
-0.18 0.32 0.10
-0.29 -0.13 -0.42
-0.27 -1.01 -0.89
0.06 -0.06 0.76
0.12 0.61 0.25
-0.36 -0.48 0.18
0.55 0.17 -0.28
0.17 0.05 0.18
-0.55 0.07 -0.53
-0.72 0.38 0.38
0.26 -0.04 -0.21
-0.29 -0.09 0.38
0.37 0.19 -0.08
1.46 -0.01 -0.01
-0.29 0.18 0.34
-0.02 -0.45 -0.10
-0.01 -0.04 0.34
-0.18 -0.07 0.14
0.24 0.07 0.01
0.00 0.02 0.09
0.36 0.56 -0.13
-0.08 -0.16 -0.27
-0.04 -0.34 0.02
0.29 -0.13 0.19
-0.17 0.09 -0.03
0.14 0.02 -0.07
-0.35 0.18 0.15
0.02 -0.12 -0.27
-0.37 0.44 -0.21
-0.18 0.03 0.15
-0.06 0.22 -0.48
-0.23 -0.16 -0.08
0.15 0.41 -0.07
0.07 0.23 0.24
0.13 -0.20 0.15
0.02 -0.06 -0.44
0.18 -0.52 0.57
0.07 -0.17 -0.03
0.04 0.39 -0.06

The relative energy (zero: lowest compared OMol25 entry of this formula, charge and spin) is 0.0 kcal/mol. The total energy comes out at -20068.1735 eV. The HOMO energy is -11.38 eV. The strongest force on any atom comes out at 0.02831 Eh/bohr. The HOMO-LUMO gap is 6.17 eV. Its net charge is +1.

Here are the natural (NBO) charges for atoms 1 to 6, given in e: -0.15, -0.17, -0.21, 0.15, 0.13, -0.05